Version one
{
  "formula": "C9H15N2O",
  "method": "wB97M-V/def2-TZVPD",
  "smiles": "C=C1[C@@H](NC=O)CC=CC[N@@H+]1C",
  "charge": 1,
  "species": ["C", "C", "C", "N", "C", "O", "C", "C", "C", "C", "N", "C", "H", "H", "H", "H", "H", "H", "H", "H", "H", "H", "H", "H", "H", "H", "H"],
  "coordinates": [[0.462, -0.820, -2.079], [0.097, -0.280, -0.957], [-0.925, 0.956, -0.840], [-2.310, 0.571, -0.616], [-2.720, -0.084, 0.562], [-1.959, -0.577, 1.415], [-0.487, 1.856, 0.332], [1.010, 2.131, 0.326], [1.904, 1.133, 0.578], [1.713, -0.276, 0.996], [0.493, -0.896, 0.313], [0.776, -2.410, 0.280], [1.136, -1.674, -2.008], [0.024, -0.404, -3.069], [-0.766, 1.448, -1.786], [-3.156, 1.111, -1.076], [-3.859, -0.256, 0.677], [-0.669, 1.430, 1.318], [-1.068, 2.664, 0.311], [1.389, 3.250, 0.194], [2.900, 1.444, 0.637], [2.498, -0.855, 0.609], [1.558, -0.248, 2.117], [-0.416, -0.853, 0.863], [1.791, -2.546, 0.538], [0.196, -2.977, 1.057], [0.391, -2.839, -0.691]]
}


Version two
{
  "formula": "C9H15N2O",
  "method": "wB97M-V/def2-TZVPD",
  "charge": 1,
  "species": ["C", "C", "C", "C", "C", "C", "C", "C", "C", "N", "N", "O", "H", "H", "H", "H", "H", "H", "H", "H", "H", "H", "H", "H", "H", "H", "H"],
  "coordinates": [[-3.779, 0.039, -0.060], [-3.053, 1.069, 0.555], [-3.167, -1.116, -0.473], [-1.714, 0.900, 0.785], [-1.864, -1.356, -0.229], [-1.059, -0.374, 0.352], [1.073, 1.510, -0.326], [1.852, -0.572, -1.273], [0.349, -0.598, 0.741], [2.692, 0.019, 0.921], [1.554, 0.114, -0.039], [0.769, -1.887, 1.107], [-4.850, 0.115, -0.364], [-3.610, 1.927, 0.786], [-3.712, -1.927, -0.908], [-1.172, 1.659, 1.214], [-1.300, -2.174, -0.503], [0.845, 2.047, 0.549], [1.859, 1.962, -1.019], [0.139, 1.269, -0.758], [2.662, -0.055, -1.809], [2.375, -1.460, -1.024], [0.930, -0.656, -1.815], [0.190, 0.250, 2.414], [2.263, -0.192, 1.813], [3.143, 0.947, 0.907], [0.109, -2.317, 1.616]]
}


Stability ranking, top entry: version one; the second entry is 0.1080 hartree less favorable.


Version one
{
  "formula": "C2H5N4O",
  "method": "wB97M-V/def2-TZVPD",
  "charge": 1,
  "species": ["C", "C", "N", "N", "N", "N", "O", "H", "H", "H", "H", "H"],
  "coordinates": [[2.121, -0.483, 1.168], [-1.028, 0.255, -0.376], [3.115, 0.097, 1.002], [-1.818, 1.099, -1.290], [-0.485, 1.366, -0.481], [-1.101, -0.918, 0.170], [1.126, -0.998, 1.391], [4.059, -0.251, 0.917], [-2.523, 1.700, -0.875], [-1.615, 1.097, -2.319], [-1.412, -1.788, -0.181], [-0.441, -1.177, 0.872]]
}


Version two
{
  "formula": "C2H5N4O",
  "method": "wB97M-V/def2-TZVPD",
  "charge": 1,
  "species": ["C", "C", "N", "N", "N", "N", "O", "H", "H", "H", "H", "H"],
  "coordinates": [[0.209, 1.007, -1.018], [-0.656, 0.334, -0.258], [-0.141, -0.591, 0.760], [1.238, -0.908, 0.821], [1.842, -0.129, -0.007], [-2.044, 0.159, -0.456], [3.032, -0.010, -0.070], [0.879, 1.731, -1.585], [-0.754, -1.300, 0.848], [1.485, -1.289, 1.710], [-2.468, 0.775, -1.084], [-2.622, 0.221, 0.339]]
}


Stability ranking, top entry: version one; the second entry is 0.1607 hartree less favorable.


Version one
{
  "formula": "C3H11NOP",
  "method": "wB97M-V/def2-TZVPD",
  "charge": 1,
  "species": ["C", "C", "C", "N", "O", "P", "H", "H", "H", "H", "H", "H", "H", "H", "H", "H", "H"],
  "coordinates": [[-2.411, 1.243, 0.180], [2.876, 0.211, 0.004], [-1.959, -0.136, -0.089], [2.012, -0.959, 0.161], [-2.767, -1.136, 0.006], [-0.183, -0.527, -0.031], [-3.487, 1.322, 0.332], [-2.121, 1.891, -0.650], [-1.896, 1.639, 1.057], [2.847, 0.539, -1.034], [2.510, 1.011, 0.646], [3.908, -0.011, 0.276], [2.116, -1.333, 1.105], [2.307, -1.698, -0.475], [-3.683, -0.929, 0.274], [0.203, 0.484, -0.884], [-0.272, -1.611, -0.878]]
}


Version two
{
  "formula": "C3H11NOP",
  "method": "wB97M-V/def2-TZVPD",
  "charge": 1,
  "species": ["C", "C", "C", "N", "O", "P", "H", "H", "H", "H", "H", "H", "H", "H", "H", "H", "H"],
  "coordinates": [[-0.177, 1.374, 0.909], [-1.792, -1.245, -0.636], [0.297, 0.354, -0.062], [-0.548, -1.025, 0.192], [0.271, 0.685, -1.322], [3.147, -0.714, -0.079], [-0.012, 2.337, 0.535], [0.371, 1.427, 1.881], [-1.300, 1.303, 1.069], [-2.497, -0.384, -0.529], [-1.397, -1.364, -1.682], [-2.386, -2.120, -0.360], [0.135, -1.758, -0.017], [-0.529, -0.866, 1.163], [0.054, 1.650, -1.451], [3.156, -0.130, 1.116], [3.206, 0.478, -0.729]]
}


Stability ranking, top entry: version one; the second entry is 0.0962 hartree less favorable.